(1)
# C12H38N6O7

A 7-piece molecular cluster, C12H38N6O7 overall at a distorted geometry (ωB97M-V/def2-TZVPD, the OMol25 dataset).

## Properties
Frontier orbital gap ... 10.2 eV
HOMO level ... -9.75 eV
SMILES string ... NC(N)=O.NC(N)=O.NC(N)=O.CC(C)O.CCO.CCO.CCO
Lowest unoccupied orbital energy ... 0.44 eV

```
63
Properties=species:S:1:pos:R:3:lowdin_charge:R:1
H 5.1524 4.6049 1.7460 0.14
H 6.5489 -4.3760 -2.1063 0.08
N -1.0191 1.8241 -5.3794 0.16
H -1.1155 1.2445 -4.5579 0.13
H 4.0241 2.5457 2.0047 0.08
H 0.1162 -3.5280 5.3851 0.12
H 3.6559 -2.8569 -3.7348 0.06
H 3.3480 5.8300 3.2356 0.07
H 2.0550 5.0705 2.3545 0.08
O -2.4767 -3.9608 3.9532 0.03
H -5.0792 4.2025 3.5346 0.07
H 6.1344 -3.2730 -4.2587 0.10
H 3.1566 4.0964 3.4361 0.07
C 3.8232 3.2069 1.1618 -0.09
C 3.0703 4.9118 2.7180 -0.05
H -0.7596 -4.1624 2.3920 0.12
H -3.1321 3.1535 2.4950 0.10
N -0.3601 -4.2343 3.3168 0.18
C 4.3037 -3.1151 -2.8971 -0.07
O 6.6986 -3.4420 -2.2703 -0.09
H -3.5846 4.8568 4.3755 0.08
H 2.8018 3.0334 0.8232 0.08
H -1.3688 1.4358 -6.2437 0.11
H 6.0932 -1.8834 -3.1921 0.10
C -1.2823 -4.0587 4.1729 -0.88
N -1.6052 3.6809 -6.2379 0.15
H -0.1446 -1.5910 0.5075 0.07
N -4.2436 -6.2652 -1.2402 0.15
H -1.4880 4.6837 -6.2641 0.11
C -0.8936 3.0675 -5.2737 -0.84
C -0.1867 -0.5533 0.1769 -0.09
C 5.8484 -2.9434 -3.2599 -0.31
H -2.4047 -0.3237 -0.1747 0.12
C -4.1557 4.7754 3.4507 -0.09
H 4.1030 -4.1776 -2.7594 0.06
H -2.1769 3.1675 -6.8934 0.10
H 4.4684 2.9434 0.3236 0.08
C -3.3348 4.2065 2.2997 -0.32
H -1.4902 -3.9204 6.0392 0.13
H 0.6703 -0.3752 -0.4727 0.08
O -0.2267 3.6108 -4.4646 0.08
H -0.1346 0.1947 0.9680 0.07
H -4.5941 5.6922 3.0566 0.07
H -5.0282 -6.7449 -0.8227 0.10
H 0.6153 -4.2935 3.5721 0.12
C -3.6487 -5.6883 -0.2088 -0.80
H -1.5406 -1.9708 -1.6126 0.08
O -4.0032 4.2191 1.0070 -0.09
H -1.3374 0.6830 -1.0388 0.11
N -4.0325 -6.3312 0.8719 0.15
O -2.8729 -4.7947 -0.2821 0.06
H 2.9487 5.5864 0.3623 0.09
H -3.3598 4.2168 0.2945 0.07
O 3.8915 5.5397 0.5374 -0.03
N -0.7902 -3.9677 5.3127 0.16
H 3.9310 -2.5396 -2.0498 0.06
H -2.3363 4.6430 2.2793 0.10
C -1.4165 -0.3262 -0.6346 -0.38
O -1.3467 -1.0497 -1.8010 -0.07
C 4.0787 4.6320 1.5597 -0.52
H -4.5740 -7.1823 0.8206 0.11
H -4.2389 -5.7822 -2.1272 0.12
H -3.7544 -5.8477 1.7139 0.12
```

(2)
# C12H39Li2N6O12

C12H39Li2N6O12 as an isolated structure at a distorted geometry (ωB97M-V/def2-TZVPD, the OMol25 dataset).

## Properties
Frontier orbital gap (spin up / spin down) ... 3.1 / 8.0 eV
HOMO level (spin up / spin down) ... -3.64 / -8.61 eV
2S+1 ... 2
Lowest unoccupied orbital energy (spin up / spin down) ... -0.59 / -0.64 eV

```
71
Properties=species:S:1:pos:R:3:mulliken_spin:R:1
Li -1.7382 -2.8644 -0.1859 0.38
H -2.1819 -3.1915 2.6387 0.03
H -0.2384 -4.5156 2.9651 0.00
O -0.6562 4.3486 -3.8679 0.00
H 0.3072 -3.3738 1.8618 -0.01
Li -0.8425 -1.7017 -2.6142 1.01
C -0.4686 -5.1835 0.9146 0.02
H 2.2510 1.7496 -1.4789 0.00
O 0.9553 1.0195 3.4841 0.00
N 0.2555 0.1311 5.3228 0.00
N -1.4354 -0.9465 -5.6306 -0.02
H -2.4237 1.7260 2.0358 0.00
O -1.7276 -3.4405 1.8305 -0.15
H -0.1255 -0.7260 5.6975 0.00
H -1.5704 1.8835 -2.2984 0.01
H 2.5505 -2.1334 -0.0870 0.01
N -1.6127 2.4533 -3.1313 0.02
O -0.2494 -0.2840 -3.8409 0.02
H -1.3065 0.7883 -6.5401 0.01
H 3.7211 2.5424 -2.3512 0.00
N -0.3184 3.6932 -1.8240 0.00
H 0.3389 4.4597 -1.8057 0.00
H -0.4101 1.7798 -5.3296 0.00
N -0.7982 -0.3952 3.5336 0.01
H -1.3186 -5.8367 1.1121 0.01
H 3.9753 -0.3909 2.9298 0.00
H 3.5228 -2.4759 2.5138 0.00
H 0.0613 -4.1770 -0.6762 0.01
O 3.2562 -2.3204 0.5363 -0.01
H 2.2738 3.9995 -0.6972 0.00
O -3.5675 -0.3131 2.1937 -0.04
H -1.5047 -1.9367 -5.4440 0.02
H 0.6697 0.1149 -0.0933 -0.03
C 3.7335 -0.4900 1.8716 -0.01
C 0.1716 0.3037 4.0753 0.01
H -2.2737 2.1495 -3.8319 0.00
O 4.0617 1.2213 -0.7944 0.00
H -0.7747 0.1058 -1.2451 -0.02
C 3.0786 -1.8166 1.7681 0.01
C -0.4820 -4.1161 1.9806 0.06
C -0.2899 -0.3230 -0.3681 0.06
H 4.0330 4.9830 -0.1616 0.00
H 0.3590 -5.8791 0.7760 0.00
H -5.3560 0.6151 1.7769 0.00
H 2.0210 -1.5920 1.9062 0.00
H -4.4685 2.3251 0.2917 0.00
H -4.6844 -0.2489 0.4000 0.02
H 4.6068 -0.5260 1.2203 0.00
C 3.0570 3.3082 -0.3860 0.00
H -1.0565 -1.2304 4.0394 -0.01
O -0.7377 -4.5783 -0.3265 -0.15
C 3.2634 2.1519 -1.4423 0.00
C -0.8222 3.4868 -2.9891 0.01
O -2.9693 2.4031 1.6291 0.00
H -0.3728 2.9193 -1.1773 0.00
H -0.9718 -0.2375 2.5512 0.01
H 2.8131 2.9185 0.6023 0.00
H 3.5804 1.0742 0.0231 0.00
O 4.2537 4.0663 -0.3421 0.00
C -3.7500 1.6247 0.7174 -0.05
H 1.0059 0.6396 5.7682 0.00
H -1.7845 -0.5436 -6.4885 0.00
C -0.7605 -0.1354 -4.9304 0.04
O 2.8659 0.5900 1.5158 0.00
H -0.9681 -0.1644 0.4703 0.03
H -4.0766 -1.1173 2.3191 0.02
H 2.2106 0.6714 2.2127 0.00
N -0.7371 0.9050 -5.7141 0.02
H -2.9849 1.3578 -0.0117 0.05
C -4.4275 0.3631 1.2646 0.02
O -0.0104 -1.6671 -0.6448 -0.44
```